No. 1
The following is a quantum chemistry calculation of a cluster of 2 separate species, C4H6FN in total at a distorted geometry, from the Open Molecules 2025 dataset.

The geometry in ORCA input format:
```
! wB97M-V def2-TZVPD RIJCOSX def2/J DEFGRID3
* xyz 0 3
C 1.514 1.676 -1.323
C 1.229 -0.761 -1.516
C -0.184 -0.908 1.351
C -1.489 -0.242 0.926
N 1.501 0.406 -1.361
F 0.538 0.046 1.996
H 1.922 2.358 -2.041
H 0.744 2.073 -0.574
H 1.451 -1.813 -1.210
H -2.289 -0.494 1.550
H -1.276 0.777 0.750
H -1.762 -0.508 -0.116
*
```

## Properties
* relative energy (zero: lowest compared OMol25 entry of this formula, charge and spin): 97.30 kcal/mol
* frontier orbital gap (spin up / spin down): 5.134 / 3.983 eV
* expectation value of S²: 2.0344
* LUMO level (spin up / spin down): -0.15 / -2.75 eV

Atomic partial charges in e from the Mulliken method, atoms 1 to 2:
1. C -0.29
2. C -0.16

=====

No. 2
The following is a quantum chemistry calculation of an isolated molecule of C5H16N2Si2 at a distorted geometry, from the Open Molecules 2025 dataset.

The geometry in ORCA input format:
```
! wB97M-V def2-TZVPD RIJCOSX def2/J DEFGRID3
* xyz 0 1
C 0.194 -0.022 2.308
C 2.371 1.068 1.449
C -0.289 -2.779 -1.039
C -0.358 1.928 -2.386
C 1.200 0.051 1.104
N -2.209 -0.161 -1.000
N 0.543 0.305 -0.050
Si -1.794 -1.714 -0.726
Si -0.659 1.266 -0.630
H 0.248 0.918 2.864
H -0.849 -0.130 2.056
H 0.440 -0.725 3.137
H 1.782 2.072 1.690
H 3.105 1.072 0.651
H 2.740 0.912 2.492
H -0.685 -3.784 -0.823
H 0.294 -2.772 -1.988
H 0.456 -2.608 -0.232
H -1.364 2.433 -2.671
H 0.428 2.643 -2.467
H -0.156 1.218 -3.245
H 1.597 -1.012 1.085
H -2.776 0.201 -1.751
H -2.784 -2.521 -0.025
H -1.476 2.143 0.196
*
```

## Properties
* relative energy (zero: lowest compared OMol25 entry of this formula, charge and spin): 64.84 kcal/mol
* frontier orbital gap: 6.200 eV
* LUMO level: -0.91 eV

Atomic partial charges in e from the Mulliken method, atoms 1 to 2:
1. C -1.18
2. C -1.30

=====

No. 3
The following is a quantum chemistry calculation of an isolated molecule of C7H14 at a distorted geometry, from the Open Molecules 2025 dataset.

The geometry in ORCA input format:
```
! wB97M-V def2-TZVPD RIJCOSX def2/J DEFGRID3
* xyz 0 1
C 1.180 -1.029 0.961
C 0.507 0.166 0.259
C 1.230 0.463 -1.046
C 0.478 1.383 1.177
C -0.939 -0.154 0.060
C -1.516 -1.245 -0.794
C -1.895 0.191 -1.041
H 0.640 -1.326 1.870
H 1.221 -1.909 0.305
H 2.206 -0.772 1.248
H 2.286 0.669 -0.847
H 1.172 -0.389 -1.736
H 0.795 1.337 -1.541
H -0.058 1.138 2.105
H 1.480 1.729 1.431
H -0.077 2.191 0.687
H -1.422 -0.193 1.050
H -0.982 -1.839 -1.544
H -1.942 -1.650 0.112
H -2.906 0.525 -0.824
H -1.457 0.716 -1.890
*
```

## Properties
* relative energy (zero: lowest compared OMol25 entry of this formula, charge and spin): 38.64 kcal/mol
* frontier orbital gap: 10.445 eV
* LUMO level: 0.95 eV

Atomic partial charges in e from the Mulliken method, atoms 1 to 2:
1. C -1.67
2. C 2.12